[1]
Below is a molecular structure, N2, with properties calculated with ωB97M-V/def2-TZVPD.

Last column: Mulliken charge in e.
Cartesian coordinates (Å):
1 N 0.63 0.58 0.32  0.500
2 N -0.63 -0.58 -0.32  0.500

Values from the calculation:
E_HOMO (spin up / spin down), eV: -21.6 / -21.2
Expectation value of S²: 0.7509
Charge: +1
2S+1: 2



[2]
Below is 2 unconnected molecules or ions with the total composition N2O3S, with properties calculated with ωB97M-V/def2-TZVPD.

Last column: Mulliken charge in e.
Cartesian coordinates (Å):
1 N -1.24 -0.14 0.32  0.378
2 N 0.28 -0.80 -0.71  -0.180
3 O 1.03 -0.95 0.46  -0.199
4 O -2.19 -0.12 -0.30  -0.173
5 O 0.75 1.55 0.47  -0.464
6 S 1.37 0.47 -0.24  0.638

Values from the calculation:
E_HOMO (spin up / spin down), eV: -9.3 / -9.3
Charge: 0
2S+1: 1



[3]
Below is a molecular structure, N2O5S, with properties calculated with ωB97M-V/def2-TZVPD.

Last column: Mulliken charge in e.
Cartesian coordinates (Å):
1 N 1.52 -0.81 -0.17  1.123
2 N -1.47 0.79 0.31  0.908
3 O 0.42 0.03 -1.24  -0.431
4 O 1.77 -1.80 -0.75  -0.414
5 O -2.29 1.68 0.60  -0.557
6 O -1.19 -0.20 0.96  -0.518
7 O 1.68 -0.36 0.84  -0.334
8 S -0.57 1.23 -1.04  0.224

Values from the calculation:
E_HOMO (spin up / spin down), eV: -10.0 / -10.0
Charge: 0
2S+1: 1



[4]
Below is a molecular structure, NO3Rb3, with properties calculated with ωB97M-V/def2-TZVPD.

Last column: Mulliken charge in e.
Cartesian coordinates (Å):
1 Rb -2.96 -0.82 1.82  1.008
2 Rb -2.17 2.07 0.45  1.014
3 Rb 3.57 -0.31 -1.76  1.007
4 N 0.42 -0.23 -0.13  0.965
5 O -0.84 -0.29 0.00  -0.734
6 O 0.94 -0.93 -1.00  -0.623
7 O 1.05 0.51 0.62  -0.638

Values from the calculation:
E_HOMO, eV: -15.9
Charge: +2
2S+1: 1



[5]
Below is a gas-phase ion, NO4P (charge -2), with properties calculated with ωB97M-V/def2-TZVPD.

Last column: Mulliken charge in e.
Cartesian coordinates (Å):
1 N -0.94 0.56 -0.97  -0.087
2 O 1.61 -0.55 -0.59  -0.753
3 O -1.41 1.72 -0.83  -0.438
4 O 0.62 0.46 1.58  -0.794
5 O -0.30 -1.78 0.49  -0.801
6 P 0.42 -0.41 0.32  0.873

Values from the calculation:
SMILES string: O=NP(=O)([O-])[O-]
E_HOMO (spin up / spin down), eV: 1.1 / 1.1
Charge: -2
2S+1: 1



[6]
Below is 2 unconnected molecules or ions with the total composition NO4PS, with properties calculated with ωB97M-V/def2-TZVPD.

Last column: Mulliken charge in e.
Cartesian coordinates (Å):
1 N 2.63 1.12 0.06  -0.560
2 O -1.53 0.98 -1.08  -0.639
3 O -1.47 0.47 1.43  -0.637
4 O -1.61 -1.45 -0.26  -0.628
5 O 1.87 -1.29 -0.14  -0.571
6 P -1.38 -0.01 0.02  0.812
7 S 1.49 0.18 -0.02  0.222

Values from the calculation:
E_HOMO, eV: -0.5
Charge: -2
2S+1: 1



[7]
Below is 2 unconnected molecules or ions with the total composition NO4S2, with properties calculated with ωB97M-V/def2-TZVPD.

Last column: Mulliken charge in e.
Cartesian coordinates (Å):
1 N -1.58 -0.21 1.19  -0.398
2 O 1.92 -1.23 -0.16  -0.418
3 O -3.23 0.01 -0.65  -0.599
4 O 2.24 0.84 0.97  -0.490
5 O 0.97 0.84 -1.11  -0.431
6 S -1.78 -0.33 -0.29  0.367
7 S 1.46 0.07 0.05  0.970

Values from the calculation:
E_HOMO (spin up / spin down), eV: -5.3 / -4.3
Charge: -1
2S+1: 1



[8]
Below is a gas-phase ion, NO4S2 (charge -1), with properties calculated with ωB97M-V/def2-TZVPD.

Last column: Mulliken charge in e.
Cartesian coordinates (Å):
1 N 0.80 -0.02 -0.32  0.822
2 O -0.55 0.82 1.77  -0.541
3 O 1.48 0.97 -0.21  -0.559
4 O 0.95 -0.94 -1.09  -0.542
5 O -1.50 0.77 -0.61  -0.625
6 S -1.36 -1.79 0.95  -0.401
7 S -0.80 0.02 0.60  0.845

Values from the calculation:
SMILES string: O=[N+]([O-])S(=O)(=O)[S-]
E_HOMO, eV: -5.0
Charge: -1
2S+1: 1



[9]
Below is a gas-phase ion, NO4S2 (charge -1), with properties calculated with ωB97M-V/def2-TZVPD.

Last column: Mulliken charge in e.
Cartesian coordinates (Å):
1 N -0.93 0.37 -0.20  0.765
2 O -1.89 -0.13 0.47  -0.485
3 O 0.87 0.13 1.76  -0.523
4 O -1.00 0.97 -1.28  -0.510
5 O 0.26 -1.97 -0.22  -0.659
6 S 1.94 0.75 -0.86  -0.324
7 S 0.75 -0.11 0.32  0.736

Values from the calculation:
SMILES string: O=[N+]([O-])S(=O)(=O)[S-]
E_HOMO, eV: -5.1
Charge: -1
2S+1: 1



[10]
Below is a gas-phase ion, NO5P (charge -2), with properties calculated with ωB97M-V/def2-TZVPD.

Last column: Mulliken charge in e.
Cartesian coordinates (Å):
1 N 1.06 -0.11 -0.10  0.535
2 O 1.79 -1.12 -0.14  -0.603
3 O -1.10 1.07 -0.97  -0.748
4 O -0.99 0.49 1.59  -0.753
5 O 1.55 1.04 -0.29  -0.524
6 O -1.38 -1.40 -0.24  -0.791
7 P -0.92 0.04 0.14  0.884

Values from the calculation:
SMILES string: O=[N+]([O-])P(=O)([O-])[O-]
E_HOMO, eV: 0.1
Charge: -2
2S+1: 1



[11]
Below is 2 unconnected molecules or ions with the total composition NO5S, with properties calculated with ωB97M-V/def2-TZVPD.

Last column: Mulliken charge in e.
Cartesian coordinates (Å):
1 N 2.08 -0.90 1.12  0.470
2 O -0.90 -0.15 -2.12  -0.466
3 O 1.25 -0.53 0.29  -0.556
4 O 1.92 -0.92 2.32  -0.534
5 O -2.23 0.08 0.03  -0.417
6 O -0.96 1.94 -0.83  -0.464
7 S -1.17 0.50 -0.82  0.966

Values from the calculation:
E_HOMO (spin up / spin down), eV: -3.4 / -4.5
Charge: -1
2S+1: 1



[12]
Below is a single O2 molecule, with properties calculated with ωB97M-V/def2-TZVPD.

Last column: Mulliken charge in e.
Cartesian coordinates (Å):
1 O 0.00 0.00 0.76  0.000
2 O 0.00 0.00 -0.76  0.000

Values from the calculation:
SMILES string: O=O
E_HOMO, eV: -11.9
Charge: 0
2S+1: 1



[13]
Below is a single O3 molecule, with properties calculated with ωB97M-V/def2-TZVPD.

Last column: Mulliken charge in e.
Cartesian coordinates (Å):
1 O -1.08 0.22 -0.03  -0.213
2 O 0.02 -0.45 0.03  0.395
3 O 1.06 0.23 0.00  -0.182

Values from the calculation:
E_HOMO, eV: -12.4
Charge: 0
2S+1: 1



[14]
Below is a single O3P2 molecule, with properties calculated with ωB97M-V/def2-TZVPD.

Last column: Mulliken charge in e.
Cartesian coordinates (Å):
1 O -1.69 -0.39 0.89  -0.326
2 O 0.24 -0.48 -0.78  -0.232
3 O 1.36 0.37 1.19  -0.465
4 P -1.22 0.28 -0.27  0.531
5 P 1.64 -0.42 -0.02  0.492

Values from the calculation:
SMILES string: O=POP=O
E_HOMO, eV: -10.6
Charge: 0
2S+1: 1



[15]
Below is a single O3S2 molecule, with properties calculated with ωB97M-V/def2-TZVPD.

Last column: Mulliken charge in e.
Cartesian coordinates (Å):
1 O 1.11 -1.34 0.78  -0.419
2 O -0.53 2.13 -0.48  -0.282
3 O -1.02 -1.17 -0.46  -0.414
4 S 0.44 -0.89 -0.41  0.696
5 S 0.01 1.27 0.58  0.418

Values from the calculation:
E_HOMO (spin up / spin down), eV: -9.9 / -10.3
Charge: 0
2S+1: 1



[16]
Below is a single O3S2 molecule, with properties calculated with ωB97M-V/def2-TZVPD.

Last column: Mulliken charge in e.
Cartesian coordinates (Å):
1 O 2.07 0.64 0.08  -0.332
2 O -1.64 -1.20 -0.11  -0.435
3 O -1.04 1.26 -0.15  -0.404
4 S 1.32 -0.61 -0.07  0.415
5 S -0.71 -0.09 0.25  0.756

Values from the calculation:
E_HOMO (spin up / spin down), eV: -9.7 / -10.5
Charge: 0
2S+1: 1



[17]
Below is a single O4P2 molecule, with properties calculated with ωB97M-V/def2-TZVPD.

Last column: Mulliken charge in e.
Cartesian coordinates (Å):
1 O 0.38 0.27 2.06  -0.432
2 O 1.65 1.11 -1.02  -0.441
3 O -1.73 -1.09 1.23  -0.461
4 O -0.18 -0.27 -2.30  -0.453
5 P -0.57 -0.27 1.10  0.943
6 P 0.44 0.25 -1.07  0.844

Values from the calculation:
SMILES string: O=P(=O)P(=O)=O
E_HOMO, eV: -12.3
Charge: 0
2S+1: 1



[18]
Below is a molecular structure, O8P2Rb9, with properties calculated with ωB97M-V/def2-TZVPD.

Last column: Mulliken charge in e.
Cartesian coordinates (Å):
1 Rb -0.26 -1.64 -2.77  0.973
2 Rb 0.72 -1.34 2.65  1.237
3 Rb 1.54 3.26 3.05  0.818
4 Rb -4.44 0.56 -0.05  0.971
5 Rb -3.37 4.13 0.91  0.744
6 Rb 2.24 0.58 -0.13  0.870
7 Rb -1.48 2.75 -3.08  0.824
8 Rb -2.52 -2.49 0.39  0.629
9 Rb -1.81 2.16 3.51  0.730
10 P 2.89 -2.56 -1.40  0.590
11 O 3.27 -4.03 -1.34  -0.454
12 O 4.18 -1.63 -0.99  -0.577
13 O 1.54 -2.07 -0.70  -0.748
14 O 2.47 -2.34 -2.91  -0.592
15 P -0.98 0.97 0.57  -0.306
16 O -1.57 2.19 -0.36  -0.448
17 O -0.46 -0.05 -0.40  -0.745
18 O -2.08 0.24 1.35  -0.823
19 O 0.11 1.30 1.69  -0.694

Values from the calculation:
E_HOMO, eV: -11.2
Charge: +3
2S+1: 1



[19]
Below is 2 unconnected molecules or ions with the total composition S2, with properties calculated with ωB97M-V/def2-TZVPD.

Last column: Mulliken charge in e.
Cartesian coordinates (Å):
1 S 0.00 0.00 1.91  0.000
2 S 0.00 0.00 -1.91  0.000

Values from the calculation:
E_HOMO, eV: -9.3
Charge: 0
2S+1: 1



[20]
Below is 2 unconnected molecules or ions with the total composition S2, with properties calculated with ωB97M-V/def2-TZVPD.

Last column: Mulliken charge in e.
Cartesian coordinates (Å):
1 S 0.00 0.00 1.46  0.000
2 S 0.00 0.00 -1.46  0.000

Values from the calculation:
E_HOMO, eV: -10.0
Charge: 0
2S+1: 1



Asked for ΔE to the lowest compared entry with this formula, charge and spin across the records above, the calculation gives 7.462; 5.887; 1.532; 0.189; 0.267; 0.209; 2.307; 2.310; 5.361; 0.757; 1.889; 2.277; 0.053; 0.088; 0.760; 0.814; 0.149; 0.000; 8.052; 5.096 eV in order.